Entry 1:
A molecular structure, C15H20ClN2O9P3Se2V at a distorted geometry, computed with ωB97M-V with the def2-TZVPD basis set.

Its largest force on an atom is 0.16158 hartree/bohr. As for the total charge: -2. The total energy comes out at -234063.9665 eV. As for the energy above the lowest of the compared OMol25 structures with the same formula, charge and spin: 483.5 kJ/mol. The value obtained for the HOMO energy (alpha / beta) is 0.25 / 0.48 eV. Its spin multiplicity is 2. For the HOMO-LUMO gap (alpha / beta), the calculation gives 3.94 / 3.71 eV.

Each line ends with the Mulliken charge.
Cartesian coordinates (Å):
V -2.237611 0.381630 -0.432364  1.216
C -0.769611 0.547030 2.888636  -0.325
O -0.704411 1.916030 2.520036  -0.523
C -1.429611 2.245530 1.370136  0.448
O -1.145911 1.488630 0.329836  0.944
N -1.071811 3.640030 1.140336  -0.216
N -1.198411 4.056830 -0.244464  -0.633
H -0.232411 0.486530 3.833936  0.292
H -0.269611 -0.085770 2.141936  -0.153
H -1.805211 0.214230 3.006636  0.218
H -1.708811 4.214530 1.691136  0.365
H -1.263911 3.195230 -0.799664  -0.153
H -0.276911 4.429530 -0.491264  0.369
Se 1.763289 1.532830 -0.545564  -0.503
P 1.354089 -0.539670 -0.424664  0.066
Se -0.708011 -1.450670 -0.243964  -0.528
C 2.258189 -1.248170 1.002136  0.817
C 2.144789 -2.612770 1.273036  -0.359
C 2.777789 -3.156070 2.370136  -0.725
C 3.522789 -2.350470 3.221836  -0.415
C 3.634889 -0.992670 2.956036  -0.649
C 3.009989 -0.443670 1.853336  -0.167
C 2.118889 -1.377470 -1.871964  0.914
C 3.013989 -0.700170 -2.694864  -0.580
C 3.551589 -1.324370 -3.803564  -0.499
C 3.214889 -2.637470 -4.102764  -0.439
C 2.320789 -3.314270 -3.284364  -0.709
C 1.776389 -2.694070 -2.179064  -0.376
H 1.520489 -3.219970 0.633436  0.212
H 2.684689 -4.214270 2.576736  0.356
H 3.998689 -2.777870 4.095036  0.363
H 4.208589 -0.360670 3.621436  0.367
H 3.079789 0.617230 1.651036  0.260
H 3.262189 0.327930 -2.466464  0.278
H 4.228789 -0.783570 -4.451264  0.377
H 3.633689 -3.125570 -4.974264  0.353
H 2.036389 -4.330370 -3.526064  0.369
H 1.041089 -3.198970 -1.565664  0.185
O -3.997811 3.935230 0.415836  -0.640
P -4.003511 2.326330 0.677936  0.478
O -2.806711 2.162830 1.760736  -0.306
O -3.649511 1.704030 -0.643464  -0.562
O -5.291211 1.978530 1.320536  -0.878
P -4.296611 -0.965570 0.216736  -0.945
O -5.746611 -0.271270 0.096936  -0.274
O -3.518511 -0.382070 1.366636  -0.171
O -3.534611 -0.889270 -1.109664  -0.289
H -3.206911 4.187930 -0.080264  0.429
H -5.640211 0.575530 0.612836  0.486
Cl -2.117711 2.070930 -3.048364  -0.282
C -1.446011 0.636330 -2.316564  -0.288
H -0.355311 0.771530 -2.364064  0.037
H -1.723211 -0.195770 -2.980364  0.388

Cartesian forces (eV/Å) of the 6 atoms listed first:
-2.8394 -3.2995 -2.1385
-0.0467 -0.1265 -0.0335
-0.0562 0.0719 -0.2629
0.3204 1.5573 2.1040
1.3257 1.2930 0.5506
0.1626 0.4717 -0.2931



Entry 2:
A molecular structure, C18H16Cl3N2O10P2RuS2, computed with ωB97M-V with the def2-TZVPD basis set.

Its largest force on an atom is 0.01202 hartree/bohr. As for the total charge: -2. The total energy comes out at -122788.1264 eV. The value obtained for the HOMO energy (alpha / beta) is -2.93 / -3.15 eV. Its spin multiplicity is 6. For the HOMO-LUMO gap (alpha / beta), the calculation gives 7.16 / 7.28 eV.

Each line ends with the Mulliken charge.
Cartesian coordinates (Å):
Ru -0.513289 -0.381920 -0.134869  1.988
C -2.720491 2.090781 -2.610961  -1.447
C -2.778297 1.967007 -1.118985  0.465
N -3.331789 0.926265 -0.626732  -0.614
N -3.532141 0.956716 0.742749  -0.336
C -3.244113 -0.095206 1.398890  0.634
S -2.485912 -1.555715 0.795916  -0.506
S -3.655085 -0.095174 3.142804  -0.247
C -3.191872 1.607571 3.619793  -0.487
C -1.927550 1.639045 4.436374  0.467
C -0.750737 1.094138 3.925553  0.511
C 0.408606 1.078039 4.683199  -0.745
C 0.408893 1.630324 5.960735  -0.514
C -0.753341 2.186104 6.474327  -0.502
C -1.919277 2.182016 5.715760  -0.620
C -2.158472 3.034779 -0.298902  0.627
C -2.619658 4.344803 -0.375820  -0.644
C -2.077706 5.351516 0.407229  -0.807
C -1.031910 5.036139 1.272313  -0.545
C -0.532854 3.750896 1.337693  -0.707
C -1.072494 2.717518 0.545809  -0.060
O -0.544799 1.522864 0.618819  0.340
H -3.244910 1.255164 -3.071939  0.367
H -1.682892 2.103940 -2.945822  0.119
H -3.179925 3.031945 -2.927891  0.523
H -4.021506 2.044581 4.176426  0.443
H -3.090846 2.154635 2.681614  0.024
H -0.733137 0.650564 2.938440  0.157
H 1.294021 0.603102 4.276374  0.343
H 1.312721 1.612722 6.558553  0.390
H -0.760084 2.611334 7.472011  0.337
H -2.833419 2.602141 6.123772  0.302
H -3.444653 4.568196 -1.044573  0.343
H -2.466920 6.360699 0.351948  0.366
H -0.598659 5.807161 1.900021  0.377
H 0.285166 3.491852 1.998080  0.442
O 2.296008 0.260614 -0.680496  -0.468
P 2.427714 -1.352298 -0.698104  1.008
O 3.456975 -1.804233 -1.646846  -0.791
O 0.990094 -1.887161 -0.820145  -0.914
O 2.848594 -1.583466 0.836103  -0.428
P 1.727403 -1.754462 2.016459  0.714
O 1.184702 -3.242297 1.733028  -0.601
O 2.376197 -1.675509 3.332383  -0.819
O 0.604901 -0.774786 1.690464  -0.232
H 1.979403 0.574710 -1.540268  0.371
H 0.815510 -3.253539 0.834543  0.374
Cl -1.029375 -2.172348 -5.062592  -0.163
C -0.186861 -0.774502 -4.379103  0.592
Cl 1.557062 -1.023011 -4.489796  -0.128
Cl -0.652401 0.675132 -5.310156  -0.182
C -0.553052 -0.556605 -2.875435  0.289
O -1.362258 -1.308964 -2.340303  -0.670
O 0.054015 0.393482 -2.312944  -0.736

Cartesian forces (eV/Å) of the 6 atoms listed first:
0.1284 -0.4625 0.3895
-0.0140 0.0030 0.0160
0.1205 -0.0948 -0.0721
-0.1485 0.0987 0.0698
-0.0753 0.0392 -0.0122
0.0704 -0.0281 0.0009



Entry 3:
A gas-phase ion, C4H4NO (charge +1) at a distorted geometry, computed with ωB97M-V with the def2-TZVPD basis set.

Its largest force on an atom is 0.13870 hartree/bohr. As for the total charge: +1. The total energy comes out at -7734.7329 eV. As for the energy above the lowest of the compared OMol25 structures with the same formula, charge and spin: 204.6 kJ/mol. The value obtained for the HOMO energy (alpha / beta) is -13.09 / -14.95 eV. Its spin multiplicity is 3. For the HOMO-LUMO gap (alpha / beta), the calculation gives 7.04 / 6.05 eV.

Each line ends with the Mulliken charge.
Cartesian coordinates (Å):
C -2.013492 1.160597 -0.289470  -0.277
C -2.314249 -0.062346 -0.071792  0.272
C -0.472751 -0.991839 -0.187945  -0.387
C -0.753230 1.420391 0.230512  0.036
N 0.103392 0.344035 0.039539  -0.067
O -1.752654 -1.109835 0.297782  -0.127
H -0.621407 -1.091761 -1.295421  0.382
H 0.042570 -1.841944 0.338871  0.339
H -0.439818 2.289175 0.689781  0.476
H 1.133955 0.493744 0.310769  0.353

Cartesian forces (eV/Å) of the 6 atoms listed first:
0.7440 4.7835 -0.0493
-6.4506 -3.0427 -0.0617
3.2014 -1.6736 -1.1376
1.7700 -3.8707 -2.3265
0.6295 2.5050 2.2510
-0.4406 -0.3681 1.2180



Entry 4:
A single C4H12BBrO3SSi molecule at a distorted geometry, computed with ωB97M-V with the def2-TZVPD basis set.

Its largest force on an atom is 0.04041 hartree/bohr. The SMILES is CC[C@H](Br)[Si@](O)(S)CB(O)O. The total energy comes out at -99921.7359 eV. The value obtained for the HOMO energy is -9.50 eV. For the HOMO-LUMO gap, the calculation gives 9.76 eV.

Each line ends with the Mulliken charge.
Cartesian coordinates (Å):
C 3.508522 0.202071 -0.294089  -1.334
C 1.950547 0.399274 -0.344834  -0.297
C 1.245171 -0.166318 0.933704  -0.414
Br 2.103849 -1.926081 1.366801  -0.128
Si -0.630882 -0.443709 0.707023  0.613
O -1.328195 -0.618507 2.262881  -0.528
S -0.863445 -2.267578 -0.465728  -0.358
C -1.490907 0.907801 -0.294920  -0.612
B -2.996572 0.406974 -0.599225  0.378
O -3.855924 -0.041864 0.433273  -0.472
O -3.536187 0.399066 -1.905526  -0.538
H 3.812518 -0.764684 -0.718095  0.357
H 3.903038 0.290241 0.728953  0.348
H 4.006356 0.993187 -0.888314  0.378
H 1.580160 -0.058729 -1.278895  0.202
H 1.811437 1.494272 -0.420500  0.291
H 1.482890 0.506884 1.775572  0.489
H -0.587781 -0.622061 2.872438  0.301
H -0.334976 -1.843956 -1.664699  0.135
H -1.612744 1.862312 0.264515  0.333
H -0.996915 1.115839 -1.261627  0.278
H -3.800380 0.609346 1.136593  0.276
H -3.369582 -0.433783 -2.345301  0.302

Cartesian forces (eV/Å) of the 6 atoms listed first:
-0.1622 0.4669 -0.4218
1.1016 -0.0611 0.3709
0.4534 0.2114 -0.8058
-0.4928 0.5247 0.3055
-0.3244 0.0945 0.2713
0.7050 0.2091 -1.9438



Entry 5:
2 unconnected molecules or ions with the total composition C4H10O3S at a distorted geometry, computed with ωB97M-V with the def2-TZVPD basis set.

Its largest force on an atom is 0.08830 hartree/bohr. The SMILES is C[C@@H](O)SO.C=CO. The total energy comes out at -21285.4824 eV. As for the energy above the lowest of the compared OMol25 structures with the same formula, charge and spin: 280.2 kJ/mol. The value obtained for the HOMO energy is -8.88 eV. For the HOMO-LUMO gap, the calculation gives 9.41 eV.

Each line ends with the Mulliken charge.
Cartesian coordinates (Å):
C 2.463686 0.033721 1.601020  -1.017
C 1.104804 0.227178 1.019070  0.161
O 1.113670 0.706499 -0.313099  -0.648
S 0.242599 -1.360603 1.081661  0.050
O 1.029642 -1.912445 -0.289616  -0.557
H 2.295375 -0.390696 2.665967  0.304
H 3.085800 -0.713409 1.099530  0.306
H 3.030218 1.065557 1.516774  0.268
H 0.505825 0.990790 1.586137  0.377
H 1.509207 -0.048358 -0.894009  0.360
H 0.511502 -1.473438 -0.982431  0.403
C -3.049809 0.965032 -1.001876  -0.926
C -2.392614 -0.189411 -1.382281  0.219
O -1.072469 -0.231095 -1.487800  -0.367
H -2.498177 1.807244 -0.788656  0.289
H -4.133239 1.083953 -0.933773  0.239
H -2.964842 -1.109875 -1.442578  0.340
H -0.781177 0.549356 -1.054042  0.200

Cartesian forces (eV/Å) of the 6 atoms listed first:
1.3702 1.4059 1.5613
-0.7571 0.7625 0.1102
1.0812 -1.3756 -1.2313
-0.2088 -0.3907 -0.0691
-0.3565 -0.1408 0.1052
0.6571 1.2215 -1.5032



Entry 6:
A molecular structure, C30H45BrN2P2PdS at a distorted geometry, computed with ωB97M-V with the def2-TZVPD basis set.

Its largest force on an atom is 0.05472 hartree/bohr. The total energy comes out at -137755.4301 eV. As for the energy above the lowest of the compared OMol25 structures with the same formula, charge and spin: 0.0 kJ/mol. The value obtained for the HOMO energy is -7.29 eV. For the HOMO-LUMO gap, the calculation gives 6.81 eV.

Each line ends with the Mulliken charge.
Cartesian coordinates (Å):
N 10.215546 -2.038724 2.668852  -0.628
C 9.654497 -3.087196 2.064718  -0.280
C 8.272118 -3.152367 1.830365  -0.415
C 7.466147 -2.050706 2.192511  0.435
C 8.089426 -0.945888 2.808813  -0.459
C 9.471260 -1.004347 3.057081  -0.291
C 6.034944 -2.049273 1.895534  -0.637
Pd -0.803233 -0.982083 0.250974  -0.844
P -3.104216 2.734394 -4.621624  -0.165
C 5.394929 -0.990891 1.342425  -0.161
C 3.992018 -1.009480 0.978723  1.179
C 3.366193 0.131096 0.431500  -0.586
C 2.003748 0.114020 0.107436  -0.452
C 1.290381 -1.042827 0.380819  -0.039
C 1.884741 -2.218168 0.781462  -0.513
C 3.227623 -2.184036 1.158490  -0.593
Br -2.892877 -0.607895 -1.102933  -0.378
H 5.511387 -2.981447 2.102973  0.323
H 5.953306 -0.077285 1.112782  0.400
H 7.842715 -4.018597 1.317653  0.365
H 7.516149 -0.062660 3.100290  0.425
H 10.303017 -3.908771 1.747911  0.346
H 9.968101 -0.174823 3.567366  0.342
H 3.957432 1.030100 0.268580  0.320
H 3.688809 -3.076705 1.571233  0.206
H 1.524482 0.969898 -0.363546  0.633
H 1.336857 -3.160810 0.827412  0.439
P -1.081433 0.830961 1.597808  1.036
C -1.936636 1.411203 -5.153202  -0.421
C -1.488312 1.602171 -6.605894  -1.194
H -2.485321 0.466945 -5.027269  0.424
H -1.083044 1.423588 -4.460343  0.266
H -1.148652 0.641700 -7.006954  0.352
H -2.308544 1.969714 -7.236163  0.356
H -0.647746 2.302617 -6.683037  0.280
C -1.928969 3.821087 -3.705351  0.155
C -2.391134 5.278631 -3.630844  -1.212
H -0.973271 3.742346 -4.243905  0.456
H -1.815176 3.384619 -2.702561  -0.377
H -1.527457 5.916714 -3.413042  0.367
H -2.830575 5.614306 -4.579029  0.354
H -3.124879 5.430316 -2.829289  0.292
C -3.955847 1.896926 -3.219774  0.342
C -5.360171 1.442850 -3.622303  -1.224
H -3.995025 2.632474 -2.401737  0.390
H -3.335692 1.046386 -2.882117  -0.590
H -5.956226 1.289251 -2.717168  0.324
H -5.853333 2.196240 -4.250800  0.397
H -5.337925 0.487949 -4.160907  0.294
C -2.799664 0.780321 2.228912  -0.249
C -2.962622 0.887569 3.744071  -1.317
H -3.266309 -0.129737 1.822758  0.017
H -3.313939 1.610914 1.726649  0.576
H -2.564385 0.007867 4.265117  0.246
H -2.475063 1.789597 4.134516  0.321
H -4.029182 0.961808 3.990517  0.435
C -0.922494 2.475999 0.836402  -0.379
C 0.285944 3.313025 1.263632  -1.321
H -1.860945 3.004275 1.067729  0.616
H -0.917350 2.266770 -0.244636  0.043
H 0.099525 3.835579 2.209613  0.368
H 1.204663 2.723933 1.361259  0.276
H 0.466226 4.078322 0.502627  0.371
C 0.087592 0.750621 3.001297  -0.705
C 0.135375 -0.655330 3.601164  -1.269
H -0.183079 1.520205 3.742010  0.621
H 1.068088 1.019885 2.587837  0.328
H 1.167973 -0.938725 3.839362  0.322
H -0.454105 -0.738610 4.520154  0.353
H -0.245245 -1.410647 2.893102  0.118
S -1.271368 -3.191978 1.201311  -0.519
C -2.833100 -3.535551 0.678560  0.334
N -3.890072 -3.207228 1.501840  0.045
C -5.181306 -3.536791 1.205402  -0.213
C -5.457370 -4.203999 0.033740  -0.604
C -4.411400 -4.510558 -0.846950  -0.222
C -3.105814 -4.163716 -0.534599  -0.419
H -3.669512 -2.723202 2.373172  0.249
H -5.934112 -3.239537 1.938042  0.389
H -6.484713 -4.470186 -0.203287  0.381
H -4.617274 -5.014740 -1.786200  0.392
H -2.265097 -4.339679 -1.199042  0.376

Cartesian forces (eV/Å) of the 6 atoms listed first:
0.6560 -0.0602 0.2131
-1.1006 0.4113 0.0748
0.3069 0.3881 0.1360
0.8983 0.1500 0.1176
0.4665 -0.4227 -0.0552
-0.9675 -0.3145 -0.5485